Entry 1:
Formula: C2H2ClFO2
Source: the Open Molecules 2025 dataset
Level of theory: ωB97M-V/def2-TZVPD

Geometry as XYZ:
```
8
Properties=species:S:1:pos:R:3
C 0.95572 0.50318 -0.30048
C -0.45398 -0.15816 -0.12776
O 1.09421 1.56676 -0.80732
O -0.76880 0.18395 1.12505
F -0.34744 -1.41122 -0.23964
Cl 2.28028 -0.54197 -0.04147
H -1.12109 0.16834 -0.89981
H -1.63889 -0.31087 1.29144
```

The frontier orbital gap (spin up / spin down) is 7.14 / 8.17 eV. Its energy above the lowest of the compared OMol25 structures with the same formula, charge and spin is 45.4 kJ/mol. The largest force on an atom comes out at 0.1492 Eh/bohr. As for the spin multiplicity: 3.

=====

Entry 2:
Formula: C2H2ClFS
Source: the Open Molecules 2025 dataset
Level of theory: ωB97M-V/def2-TZVPD

Geometry as XYZ:
```
7
Properties=species:S:1:pos:R:3
C 0.23313 0.08560 -0.51628
C -0.09623 -0.12452 0.97251
H 1.20917 -0.05859 -0.87029
H -1.21744 0.67554 1.11931
F -0.59167 -0.93605 -1.07701
S 0.98798 -1.18350 1.86817
Cl -0.52494 1.54154 -1.49641
```

The frontier orbital gap is 8.12 eV. Its energy above the lowest of the compared OMol25 structures with the same formula, charge and spin is 209.5 kJ/mol. The largest force on an atom comes out at 0.1046 Eh/bohr.

=====

Entry 3:
Formula: C2H2ClN
Source: the Open Molecules 2025 dataset
Level of theory: ωB97M-V/def2-TZVPD

Geometry as XYZ:
```
6
Properties=species:S:1:pos:R:3
C -0.93738 0.78067 -0.66250
C 0.40816 -0.18749 0.43368
N -0.05009 1.13774 0.21456
Cl 1.94195 -0.52478 -0.25822
H -1.46885 -0.21415 -0.77114
H 0.10621 -0.99199 1.04362
```

The frontier orbital gap (spin up / spin down) is 8.78 / 7.91 eV. Its energy above the lowest of the compared OMol25 structures with the same formula, charge and spin is 388.0 kJ/mol. The largest force on an atom comes out at 0.0463 Eh/bohr.

=====

Entry 4:
Formula: C2H2ClN3S
Source: the Open Molecules 2025 dataset
Level of theory: ωB97M-V/def2-TZVPD

Geometry as XYZ:
```
9
Properties=species:S:1:pos:R:3
C 0.05849 -0.86210 0.04014
C 1.09798 0.02706 -0.02276
H -2.97683 0.86825 0.38018
H 0.02619 -1.89380 0.13603
N -1.02655 -0.04911 -0.01985
N 0.63816 1.30870 0.00699
N -0.64358 1.25207 -0.01177
S -2.74073 -0.38767 -0.02584
Cl 2.76983 -0.31430 -0.00204
```

The frontier orbital gap is 9.61 eV. Its energy above the lowest of the compared OMol25 structures with the same formula, charge and spin is 49.6 kJ/mol. The largest force on an atom comes out at 0.0383 Eh/bohr. The SMILES is Sn1cc(Cl)nn1.